# C20H31N2O

An isolated ion of composition C20H31N2O and charge +1 (the ωB97M-V functional and the def2-TZVPD basis, OMol25).

```
54
Properties=species:S:1:pos:R:3:mulliken_charge:R:1
O 1.60 -0.78 0.66 -0.8551
C 0.86 -1.78 0.53 0.2054
C -0.58 -1.69 1.04 0.2808
C -0.63 -0.93 2.38 -1.2440
C -0.90 0.56 2.16 -0.6700
N -0.23 0.99 0.91 0.3139
C 0.02 2.44 0.85 -0.8157
C 0.99 2.87 -0.25 -0.8979
C 0.36 3.12 -1.63 -1.1040
C -0.95 3.87 -1.56 0.3087
C -2.10 3.32 -2.11 -0.1362
C -3.31 4.00 -2.04 -0.7686
C -3.38 5.23 -1.41 -0.4519
C -2.23 5.78 -0.87 -0.6671
C -1.03 5.11 -0.95 -0.0884
C -0.97 0.45 -0.25 -0.3899
C -1.47 -0.97 0.02 -1.1733
N 1.30 -2.88 -0.06 0.1214
C 0.57 -4.10 -0.32 -0.8440
C 1.13 -5.24 0.55 -0.5971
C 2.61 -5.42 0.26 -0.6876
C 3.35 -4.10 0.46 -0.6264
C 2.71 -3.00 -0.40 -0.8351
H -0.97 -2.70 1.21 0.9245
H 0.31 -1.05 2.90 0.3883
H -1.42 -1.34 3.01 0.3464
H -0.51 1.14 3.00 0.4621
H -1.97 0.77 2.07 0.3445
H 0.71 0.43 0.90 0.3506
H 0.45 2.72 1.81 0.4147
H -0.94 2.96 0.73 0.6671
H 1.79 2.13 -0.34 0.3637
H 1.44 3.80 0.08 0.4484
H 1.07 3.71 -2.21 0.4773
H 0.21 2.19 -2.18 0.3475
H -2.06 2.37 -2.63 0.5006
H -4.20 3.56 -2.48 0.3972
H -4.32 5.76 -1.36 0.3973
H -2.28 6.75 -0.39 0.4103
H -0.14 5.56 -0.53 0.3997
H -0.29 0.45 -1.10 0.1832
H -1.81 1.12 -0.48 0.3083
H -2.49 -0.95 0.41 0.4434
H -1.50 -1.52 -0.92 0.4751
H -0.50 -3.98 -0.16 0.4125
H 0.72 -4.35 -1.38 0.4326
H 0.58 -6.15 0.33 0.3646
H 0.98 -4.99 1.60 0.2829
H 3.03 -6.18 0.92 0.3600
H 2.74 -5.76 -0.77 0.3077
H 4.40 -4.20 0.18 0.3697
H 3.30 -3.80 1.51 0.2872
H 3.19 -2.04 -0.22 0.3647
H 2.79 -3.26 -1.46 0.3899
```

As for the net charge: +1. For the molar mass, the calculation gives 315.5 g mol⁻¹. Its energy above the lowest of the compared OMol25 structures with the same formula, charge and spin is 0.0 kcal/mol. Its spin multiplicity is 1. Its maximum force is 0.0136 hartree/bohr. As for the structure (SMILES): O=C([C@H]1CC[N@H+](CCCc2ccccc2)CC1)N1CCCCC1. As for the calculated total energy: -26266.47475 eV.



# C4H9NO2

A 2-piece molecular cluster, C4H9NO2 overall (the ωB97M-V functional and the def2-TZVPD basis, OMol25).

```
16
Properties=species:S:1:pos:R:3:mulliken_charge:R:1
N 2.16 -1.94 1.78 -0.1752
C 1.44 -1.00 1.17 -0.3317
O 0.15 -1.17 1.51 -0.4284
C 0.49 1.42 -0.14 -0.6285
C -0.83 1.21 -0.25 -0.3669
C -1.42 0.39 -1.36 -0.2236
O -1.99 1.27 -2.31 -0.4954
H 1.78 -2.64 2.41 0.2104
H 3.15 -1.95 1.60 0.2580
H 0.92 2.01 0.66 0.3128
H 1.19 0.97 -0.83 0.2195
H -0.31 -0.44 1.05 0.4357
H -1.52 1.68 0.45 0.3429
H -0.62 -0.23 -1.80 0.2803
H -2.18 -0.30 -0.95 0.2849
H -2.41 0.73 -2.99 0.3051
```

For the molar mass, the calculation gives 103.1 g mol⁻¹. Its energy above the lowest of the compared OMol25 structures with the same formula, charge and spin is 78.4 kcal/mol. Its spin multiplicity is 1. Its maximum force is 0.0136 hartree/bohr. As for the calculated total energy: -9876.65890 eV.



# C19H21FN2O4

A 2-piece molecular cluster, C19H21FN2O4 overall (the ωB97M-V functional and the def2-TZVPD basis, OMol25).

```
47
Properties=species:S:1:pos:R:3:mulliken_charge:R:1
O -1.30 3.05 4.69 -0.5633
C -0.35 2.41 5.11 0.6534
O 0.86 2.96 5.35 -0.4339
C -0.55 0.93 5.40 -1.0921
C -0.20 0.08 4.20 0.7348
C -1.20 -0.59 3.49 -0.7945
C -0.87 -1.37 2.37 -0.5785
C 0.46 -1.50 1.94 0.4206
C 0.76 -2.32 0.74 0.4100
C 1.72 -1.90 -0.20 -0.3594
C 2.01 -2.68 -1.33 -0.7398
C 1.33 -3.89 -1.54 -0.3854
C 0.37 -4.31 -0.62 -0.6455
C 0.09 -3.54 0.51 -0.4005
C 1.46 -0.82 2.66 0.2146
F 2.77 -0.90 2.33 -0.3394
C 1.13 -0.04 3.78 -0.5331
H 0.77 3.89 5.10 0.3402
H 0.09 0.65 6.24 0.3622
H -1.58 0.76 5.71 0.3961
H -2.24 -0.50 3.78 0.3153
H -1.67 -1.86 1.82 0.4567
H 2.24 -0.96 -0.07 0.4144
H 2.75 -2.35 -2.04 0.4306
H 1.55 -4.49 -2.41 0.3851
H -0.15 -5.25 -0.77 0.3889
H -0.65 -3.89 1.22 0.4876
H 1.92 0.47 4.32 0.4430
C -3.20 1.65 -1.86 -0.9194
N -1.97 1.31 -2.57 -0.0342
C -1.38 0.11 -2.52 0.3961
O -1.84 -0.81 -1.87 -0.6860
C -0.05 -0.09 -3.28 0.0974
N 0.76 1.11 -3.53 -0.1657
C 0.45 2.08 -4.40 0.8486
C 1.47 3.18 -4.58 -1.2780
O -0.61 2.11 -5.01 -0.6754
H -4.03 1.06 -2.25 0.2871
H -3.09 1.44 -0.80 0.2835
H -3.43 2.71 -2.00 0.3467
H -1.59 1.98 -3.23 0.1107
H -0.29 -0.55 -4.24 0.1811
H 0.55 -0.80 -2.70 -0.0438
H 1.64 1.18 -3.05 0.2544
H 1.10 3.88 -5.33 0.3215
H 1.62 3.70 -3.64 0.3312
H 2.41 2.75 -4.93 0.3560
```

For the molar mass, the calculation gives 360.4 g mol⁻¹. Its energy above the lowest of the compared OMol25 structures with the same formula, charge and spin is 0.0 kcal/mol. Its spin multiplicity is 1. Its maximum force is 0.0377 hartree/bohr. As for the structure (SMILES): O=C(O)Cc1ccc(-c2ccccc2)c(F)c1.CNC(=O)CNC(C)=O. As for the calculated total energy: -33933.04213 eV.